Here is 2 unconnected molecules or ions with the total composition C9H14O at a distorted geometry from the OMol25 dataset. Energies are from ωB97M-V with the def2-TZVPD basis set.

The geometry in ORCA input format:
```
! wB97M-V def2-TZVPD RIJCOSX def2/J DEFGRID3
* xyz 0 1
C 1.71 -2.91 -0.11
C 1.17 -1.59 -0.67
C 1.03 -0.50 0.17
C 0.45 0.70 -0.23
C -0.08 0.74 -1.52
O -0.76 1.82 -2.01
C 0.11 -0.30 -2.42
C 0.64 -1.49 -1.96
H 1.39 -2.97 0.93
H 2.80 -2.87 -0.11
H 1.34 -3.72 -0.71
H 1.49 -0.54 1.15
H 0.15 1.43 0.51
H -0.96 2.48 -1.34
H 0.07 -0.11 -3.48
H 0.92 -2.28 -2.64
C -2.03 2.20 3.39
C -1.44 0.81 3.43
H -1.37 2.91 3.89
H -2.17 2.61 2.39
H -3.00 2.32 3.90
H -0.76 0.72 2.58
H -0.86 0.61 4.32
H -2.08 -0.07 3.28
*
```

Summary:
SMILES: Cc1ccc(O)cc1.CC
largest force on an atom: 1.615 eV/A
HOMO-LUMO gap: 9.11 eV
energy relative to the best compared isomer or geometry (same formula, charge and spin): 14.6 kcal/mol
total energy: -11607.0057 eV